No. 1
{"formula": "C49H36ClNO28", "method": "ωB97M-V/def2-TZVPD", "e_lumo_ev": -1.64, "orbital_gap_ev": 7.81, "smiles": "CC(=O)OCCc1cc(Cl)c2c(c1C)C(=O)NC2=O.O=C1C=C(O)C(=O)C=C1O.O=C1C=C(O)C(=O)C=C1O.O=C1C=C(O)C(=O)C=C1O.O=C1C=C(O)C(=O)C=C1O.O=C1C=C(O)C(=O)C=C1O.O=C1C=C(O)C(=O)C=C1O", "homo_energy_ev": -9.445, "charge": 0, "symbols": ["C", "C", "O", "O", "C", "C", "C", "C", "C", "Cl", "C", "C", "C", "C", "C", "O", "N", "C", "O", "H", "H", "H", "H", "H", "H", "H", "H", "H", "H", "H", "H", "O", "C", "C", "C", "O", "C", "O", "C", "C", "O", "H", "H", "H", "H", "O", "C", "C", "C", "O", "C", "O", "C", "C", "O", "H", "H", "H", "H", "O", "C", "C", "C", "O", "C", "O", "C", "C", "O", "H", "H", "H", "H", "O", "C", "C", "C", "O", "C", "O", "C", "C", "O", "H", "H", "H", "H", "O", "C", "C", "C", "O", "C", "O", "C", "C", "O", "H", "H", "H", "H", "O", "C", "C", "C", "O", "C", "O", "C", "C", "O", "H", "H", "H", "H"], "xyz": [[-6.247, 9.536, 4.595], [-6.760, 8.531, 5.586], [-7.739, 8.718, 6.241], [-6.020, 7.387, 5.681], [-6.722, 6.195, 5.312], [-7.213, 6.121, 3.857], [-6.434, 5.201, 2.942], [-7.162, 4.203, 2.286], [-6.568, 3.314, 1.402], [-7.522, 2.092, 0.636], [-5.218, 3.426, 1.147], [-4.487, 4.402, 1.795], [-5.054, 5.301, 2.693], [-4.181, 6.345, 3.335], [-3.076, 4.282, 1.318], [-2.087, 4.749, 1.779], [-3.086, 3.437, 0.160], [-4.304, 2.661, 0.242], [-4.484, 1.623, -0.296], [-5.198, 9.340, 4.399], [-6.763, 9.368, 3.655], [-6.385, 10.543, 4.959], [-6.016, 5.386, 5.464], [-7.551, 6.038, 5.995], [-8.221, 5.722, 3.891], [-7.296, 7.097, 3.383], [-8.221, 4.138, 2.474], [-3.560, 5.889, 4.100], [-3.502, 6.730, 2.580], [-4.740, 7.179, 3.723], [-3.175, 3.957, -0.710], [0.426, 3.334, 3.353], [0.019, 2.451, 4.080], [0.792, 1.269, 4.431], [0.255, 0.339, 5.229], [0.902, -0.768, 5.582], [-1.134, 0.469, 5.785], [-1.549, -0.434, 6.489], [-1.900, 1.657, 5.454], [-1.367, 2.592, 4.653], [-2.014, 3.695, 4.301], [1.792, 1.179, 4.027], [0.289, -1.268, 6.155], [-2.894, 1.747, 5.869], [-1.419, 4.195, 3.706], [0.041, -3.497, -0.297], [0.873, -2.999, 0.436], [2.228, -2.675, 0.013], [3.089, -2.148, 0.890], [4.345, -1.831, 0.576], [2.706, -1.873, 2.316], [3.561, -1.404, 3.049], [1.352, -2.173, 2.736], [0.480, -2.699, 1.861], [-0.771, -2.989, 2.187], [2.501, -2.879, -1.013], [4.742, -1.476, 1.395], [1.082, -1.955, 3.760], [-1.215, -3.352, 1.389], [8.686, -0.959, -4.984], [7.681, -1.317, -4.394], [7.699, -2.086, -3.167], [6.542, -2.449, -2.594], [6.480, -3.142, -1.468], [5.210, -2.086, -3.197], [4.209, -2.476, -2.629], [5.194, -1.294, -4.414], [6.352, -0.929, -4.981], [6.418, -0.207, -6.093], [8.662, -2.343, -2.748], [5.531, -3.253, -1.263], [4.234, -1.025, -4.829], [7.367, -0.088, -6.287], [-4.562, -2.319, -6.529], [-4.245, -1.556, -5.634], [-5.195, -0.873, -4.777], [-4.751, -0.040, -3.825], [-5.554, 0.608, -2.994], [-3.282, 0.222, -3.621], [-2.973, 1.016, -2.755], [-2.330, -0.484, -4.462], [-2.776, -1.321, -5.408], [-1.971, -2.000, -6.217], [-6.247, -1.067, -4.934], [-4.977, 1.116, -2.387], [-1.278, -0.304, -4.295], [-2.555, -2.521, -6.801], [13.548, -4.535, -5.168], [13.058, -3.740, -5.949], [13.666, -3.373, -7.217], [13.061, -2.477, -8.007], [13.552, -2.093, -9.179], [11.759, -1.827, -7.620], [11.287, -1.010, -8.389], [11.142, -2.209, -6.363], [11.746, -3.108, -5.576], [11.244, -3.511, -4.412], [14.601, -3.845, -7.484], [12.919, -1.439, -9.535], [10.200, -1.749, -6.100], [11.883, -4.157, -4.055], [-4.962, -8.699, 3.344], [-4.417, -7.792, 2.744], [-3.571, -7.982, 1.580], [-3.000, -6.919, 0.996], [-2.215, -7.010, -0.069], [-3.208, -5.524, 1.514], [-2.635, -4.621, 0.928], [-4.068, -5.328, 2.663], [-4.642, -6.390, 3.246], [-5.441, -6.294, 4.298], [-3.427, -8.990, 1.218], [-1.933, -6.100, -0.285], [-4.220, -4.317, 3.015], [-5.712, -7.207, 4.516]]}

***

No. 2
{"formula": "C17H16CrN6OS2Te", "method": "ωB97M-V/def2-TZVPD", "multiplicity": 2, "e_lumo_ev": [-4.32, -4.20], "orbital_gap_ev": [6.38, 6.71], "s2": 0.797, "homo_energy_ev": [-10.696, -10.905], "e_above_lowest_kj_mol": 0.0, "charge": 1, "symbols": ["Cr", "N", "C", "S", "N", "N", "C", "C", "C", "C", "C", "C", "N", "H", "H", "H", "H", "H", "H", "H", "Te", "C", "C", "C", "C", "S", "H", "H", "H", "N", "C", "O", "C", "C", "C", "N", "C", "C", "H", "H", "H", "H", "H", "H"], "xyz": [[0.680, -1.004, 0.953], [3.222, -3.705, 3.121], [2.426, -2.718, 2.708], [2.492, -2.261, 0.997], [1.682, -2.091, 3.577], [0.961, -1.112, 2.970], [0.438, -0.196, 3.689], [-0.278, 0.848, 2.960], [-1.006, 1.845, 3.581], [-1.667, 2.779, 2.795], [-1.584, 2.684, 1.418], [-0.829, 1.663, 0.867], [-0.176, 0.771, 1.614], [3.818, -4.189, 2.475], [3.228, -3.962, 4.094], [0.537, -0.192, 4.768], [-1.058, 1.878, 4.660], [-2.246, 3.567, 3.258], [-2.098, 3.378, 0.769], [-0.762, 1.538, -0.206], [-1.321, -2.596, 1.036], [-2.580, -1.100, 0.277], [-3.486, -0.371, 0.998], [-4.191, 0.577, 0.208], [-3.815, 0.546, -1.101], [-2.619, -0.645, -1.379], [-3.638, -0.509, 2.060], [-4.954, 1.239, 0.592], [-4.194, 1.141, -1.917], [2.616, 1.260, -5.509], [1.637, 0.374, -5.199], [0.922, -0.159, -6.016], [1.436, 0.091, -3.729], [1.723, 1.002, -2.721], [1.439, 0.659, -1.414], [0.910, -0.522, -1.071], [0.655, -1.409, -2.046], [0.886, -1.133, -3.378], [2.805, 1.409, -6.487], [3.337, 1.502, -4.852], [2.130, 1.980, -2.938], [1.640, 1.353, -0.606], [0.244, -2.359, -1.730], [0.639, -1.851, -4.146]]}

***

No. 3
{"formula": "C5H9FO", "method": "ωB97M-V/def2-TZVPD", "e_lumo_ev": 0.53, "orbital_gap_ev": 8.38, "homo_energy_ev": -7.847, "e_above_lowest_kj_mol": 301.0, "charge": 0, "symbols": ["C", "C", "C", "C", "C", "O", "F", "H", "H", "H", "H", "H", "H", "H", "H", "H"], "xyz": [[-1.696, -0.805, 2.407], [-1.222, -0.456, 1.190], [-0.037, 1.403, -1.287], [1.879, -0.334, -0.790], [0.458, 0.008, -0.921], [0.026, -0.052, 1.040], [-0.301, -0.975, -1.431], [-2.706, -1.194, 2.562], [-1.064, -1.082, 3.234], [-1.987, -0.188, 0.566], [0.145, 1.392, -2.404], [0.667, 1.945, -0.731], [-1.036, 1.483, -0.962], [2.492, 0.434, -1.332], [2.302, -0.321, 0.265], [2.080, -1.259, -1.406]]}

***

No. 4
{"formula": "C5H14N2", "method": "ωB97M-V/def2-TZVPD", "e_lumo_ev": 0.75, "orbital_gap_ev": 9.02, "homo_energy_ev": -8.277, "e_above_lowest_kj_mol": 227.1, "charge": 0, "symbols": ["C", "C", "N", "H", "H", "H", "H", "H", "H", "H", "C", "C", "C", "N", "H", "H", "H", "H", "H", "H", "H"], "xyz": [[-2.013, 1.740, -0.482], [-0.472, -1.028, 0.545], [-2.786, 1.305, -1.428], [-3.808, 1.280, -1.425], [-2.365, 0.951, -2.278], [0.139, 1.149, -0.879], [-2.620, 2.093, 0.378], [-1.227, -0.248, 0.643], [-0.775, -1.701, -0.256], [-0.424, -1.594, 1.470], [1.297, 0.544, 1.366], [1.945, -1.478, 0.032], [0.889, -0.386, 0.222], [0.843, 0.419, -0.994], [0.563, -0.158, -1.780], [1.412, -0.012, 2.293], [0.540, 1.311, 1.506], [2.238, 1.033, 1.122], [2.088, -2.040, 0.954], [1.645, -2.169, -0.756], [2.892, -1.012, -0.255]]}

***

No. 5
{"formula": "C28H28ClGaN5O9", "method": "ωB97M-V/def2-TZVPD", "e_lumo_ev": 0.20, "orbital_gap_ev": 5.20, "homo_energy_ev": -5.006, "e_above_lowest_kj_mol": 148.1, "charge": -1, "symbols": ["C", "C", "Cl", "C", "Ga", "O", "C", "N", "H", "H", "H", "H", "H", "H", "H", "H", "C", "C", "C", "C", "C", "C", "N", "O", "O", "H", "H", "H", "H", "H", "C", "C", "C", "C", "C", "C", "N", "O", "O", "H", "H", "H", "H", "H", "C", "C", "C", "C", "C", "C", "N", "O", "O", "H", "H", "H", "H", "H", "C", "C", "C", "C", "C", "C", "N", "O", "O", "H", "H", "H", "H", "H"], "xyz": [[-0.661, -0.039, 2.202], [-1.985, 0.842, 1.817], [-2.135, 2.288, 2.962], [-3.247, -0.137, 1.982], [-4.969, 0.487, 1.037], [-6.341, -0.806, 1.523], [-7.169, -0.127, 2.433], [-7.752, 0.537, 3.265], [-0.005, -0.159, 1.264], [-1.008, -1.102, 2.492], [-0.110, 0.415, 3.098], [-1.892, 1.276, 0.760], [-2.942, -1.139, 1.480], [-3.452, -0.296, 3.095], [-4.851, 0.545, -0.561], [-5.393, 1.919, 1.635], [4.208, 4.016, 1.241], [3.217, 3.516, 0.402], [2.781, 2.202, 0.543], [3.343, 1.399, 1.533], [4.341, 1.891, 2.372], [4.773, 3.205, 2.221], [2.869, 0.023, 1.702], [2.007, -0.379, 0.936], [3.362, -0.644, 2.603], [4.542, 5.043, 1.132], [2.781, 4.152, -0.361], [2.007, 1.825, -0.117], [4.787, 1.270, 3.141], [5.544, 3.597, 2.869], [-8.077, -1.611, -4.748], [-7.879, -1.424, -3.384], [-7.150, -0.328, -2.928], [-6.628, 0.577, -3.852], [-6.817, 0.390, -5.220], [-7.544, -0.709, -5.665], [-5.882, 1.747, -3.379], [-5.720, 1.871, -2.176], [-5.466, 2.537, -4.222], [-8.651, -2.463, -5.100], [-8.295, -2.131, -2.674], [-7.002, -0.194, -1.861], [-6.410, 1.086, -5.945], [-7.699, -0.862, -6.729], [-1.366, -5.918, 0.587], [-2.755, -5.851, 0.640], [-3.453, -5.094, -0.295], [-2.747, -4.411, -1.284], [-1.356, -4.468, -1.339], [-0.667, -5.225, -0.397], [-3.479, -3.632, -2.286], [-4.700, -3.589, -2.195], [-2.830, -3.072, -3.158], [-0.825, -6.514, 1.315], [-3.295, -6.392, 1.410], [-4.535, -5.049, -0.243], [-0.800, -3.935, -2.102], [0.416, -5.278, -0.432], [10.768, 0.927, 1.088], [9.707, 0.933, 1.989], [8.882, 2.048, 2.086], [9.128, 3.153, 1.272], [10.193, 3.156, 0.374], [11.014, 2.037, 0.286], [8.247, 4.320, 1.353], [7.333, 4.288, 2.167], [8.471, 5.257, 0.602], [11.407, 0.052, 1.011], [9.521, 0.065, 2.613], [8.059, 2.040, 2.792], [10.393, 4.014, -0.259], [11.844, 2.028, -0.413]]}

***

No. 6
{"formula": "C43H46F2N4O3STi", "method": "ωB97M-V/def2-TZVPD", "multiplicity": 2, "e_lumo_ev": [-3.18, -3.20], "orbital_gap_ev": [5.16, 6.54], "s2": 0.788, "homo_energy_ev": [-8.337, -9.744], "e_above_lowest_kj_mol": 13.9, "charge": 1, "symbols": ["Ti", "C", "C", "C", "C", "C", "N", "C", "C", "C", "N", "C", "C", "C", "C", "C", "C", "C", "C", "N", "C", "C", "C", "N", "C", "C", "C", "C", "O", "C", "O", "H", "H", "H", "H", "H", "H", "H", "H", "H", "H", "H", "H", "H", "H", "H", "H", "H", "H", "H", "H", "H", "H", "H", "H", "H", "H", "H", "H", "C", "C", "C", "C", "C", "C", "C", "C", "C", "C", "H", "H", "H", "H", "H", "H", "H", "F", "C", "F", "H", "C", "C", "C", "C", "C", "C", "C", "S", "C", "O", "H", "H", "H", "H", "H", "H", "H", "H", "H", "H"], "xyz": [[-0.098, -1.619, 0.458], [-5.465, -0.754, -3.893], [-4.475, -0.629, -2.768], [-3.842, 0.591, -2.506], [-2.903, 0.744, -1.474], [-2.371, 1.977, -1.026], [-2.479, 3.153, -1.751], [-1.785, 3.262, -3.034], [-0.381, 3.856, -2.913], [0.742, 2.944, -2.428], [0.608, 2.415, -1.064], [0.869, 3.101, 0.010], [0.734, 2.662, 1.350], [0.789, 3.630, 2.376], [0.509, 3.329, 3.684], [0.549, 4.357, 4.779], [0.146, 1.997, 3.960], [0.117, 0.994, 3.015], [-0.220, -0.348, 3.475], [-0.347, -1.410, 2.783], [-0.638, -2.634, 3.539], [-1.971, -3.262, 3.151], [-2.002, -3.863, 1.752], [-1.905, -2.815, 0.726], [-2.936, -2.689, -0.038], [-3.194, -1.622, -0.969], [-4.191, -1.714, -1.955], [-2.504, -0.431, -0.778], [-1.505, -0.371, 0.060], [0.483, 1.283, 1.658], [0.616, 0.395, 0.772], [-5.791, 0.225, -4.242], [-6.347, -1.313, -3.581], [-5.021, -1.280, -4.740], [-4.128, 1.472, -3.070], [-1.967, 2.021, -0.021], [-2.337, 3.975, -1.182], [-2.373, 3.895, -3.701], [-1.749, 2.267, -3.482], [-0.423, 4.753, -2.285], [-0.067, 4.199, -3.902], [1.683, 3.495, -2.468], [0.833, 2.078, -3.081], [0.257, 1.464, -0.942], [1.181, 4.130, -0.157], [1.034, 4.653, 2.107], [0.871, 5.324, 4.396], [1.239, 4.065, 5.574], [-0.433, 4.488, 5.235], [-0.109, 1.735, 4.983], [-0.365, -0.420, 4.559], [-0.639, -2.415, 4.611], [0.168, -3.342, 3.343], [-2.771, -2.524, 3.254], [-2.176, -4.064, 3.864], [-2.935, -4.416, 1.616], [-1.177, -4.564, 1.638], [-3.726, -3.439, 0.055], [-4.716, -2.653, -2.096], [-1.449, -3.878, -4.993], [-1.797, -4.234, -3.673], [-1.281, -3.546, -2.615], [-0.377, -2.460, -2.775], [0.161, -1.706, -1.672], [1.102, -0.752, -1.992], [1.537, -0.489, -3.314], [0.974, -1.151, -4.358], [-0.001, -2.148, -4.109], [-0.569, -2.860, -5.197], [-1.868, -4.420, -5.830], [-2.474, -5.061, -3.501], [-1.563, -3.845, -1.620], [1.588, -0.169, -1.219], [2.329, 0.231, -3.489], [1.278, -0.955, -5.379], [-0.270, -2.585, -6.201], [0.932, -4.176, 1.333], [0.612, -3.654, 0.059], [1.789, -3.751, -0.645], [-0.060, -4.391, -0.385], [4.456, 3.753, 3.712], [4.195, 2.495, 2.935], [4.531, 2.398, 1.590], [4.259, 1.242, 0.869], [3.668, 0.168, 1.514], [3.334, 0.235, 2.861], [3.597, 1.398, 3.558], [3.242, -1.243, 0.535], [4.356, -2.468, 1.188], [1.901, -1.720, 1.046], [4.886, 4.529, 3.081], [5.147, 3.565, 4.534], [3.530, 4.138, 4.145], [4.998, 3.241, 1.095], [4.493, 1.180, -0.187], [2.840, -0.602, 3.340], [3.326, 1.467, 4.605], [4.199, -2.548, 2.262], [5.375, -2.160, 0.958], [4.108, -3.404, 0.690]]}